Below is C34H23MnN2O4PS9 as an isolated structure, with properties calculated with ωB97M-V/def2-TZVPD.

```
74
Properties=species:S:1:pos:R:3:forces:R:3
Mn -0.5406 -0.4356 -0.3259 -0.39 0.07 1.07
O -0.1668 -1.2469 -2.6558 0.09 -0.29 -0.35
N 0.7373 -0.8492 -1.6826 -0.21 0.07 -0.61
C 1.9623 -0.6682 -1.9714 0.26 0.02 0.17
C 2.8562 -0.0507 -0.9930 -0.11 -0.01 -0.16
C 4.1890 -0.4440 -0.9899 0.06 -0.05 0.00
C 5.0755 0.1214 -0.0863 0.01 0.00 0.02
C 4.6226 1.1022 0.7796 -0.02 0.02 0.01
C 3.2956 1.5311 0.7436 -0.03 0.03 0.05
C 2.3859 0.9645 -0.1349 -0.08 0.01 -0.10
P 0.6415 1.5812 -0.3630 0.25 -0.06 -0.10
C 0.4916 2.9322 0.8238 -0.01 -0.01 0.01
C 0.5032 2.6642 2.1929 -0.04 0.02 -0.01
C 0.3811 3.7014 3.1038 0.01 0.02 0.00
C 0.2447 5.0076 2.6532 0.01 0.01 0.01
C 0.2270 5.2766 1.2920 -0.02 -0.01 0.01
C 0.3445 4.2421 0.3762 0.03 0.04 -0.03
C 0.8190 2.2915 -2.0356 -0.06 -0.03 0.02
C -0.1563 2.0597 -3.0040 0.03 -0.08 -0.08
C 0.0121 2.5332 -4.2983 -0.01 0.02 0.04
C 1.1473 3.2623 -4.6271 0.00 0.01 0.00
C 2.1132 3.5164 -3.6627 0.00 0.00 0.01
C 1.9534 3.0287 -2.3736 0.05 -0.04 0.01
H 0.1350 -0.9391 -3.5296 -0.02 0.14 0.11
H 2.3283 -0.9706 -2.9513 0.01 -0.02 0.02
H 4.5331 -1.1940 -1.6951 -0.02 0.04 0.03
H 6.1121 -0.1885 -0.0740 -0.03 0.02 0.00
H 5.3100 1.5661 1.4753 -0.02 -0.01 0.00
H 2.9835 2.3306 1.4025 -0.01 0.01 -0.01
H 0.6090 1.6508 2.5565 0.01 0.01 0.02
H 0.3927 3.4918 4.1655 0.00 -0.01 -0.02
H 0.1511 5.8165 3.3658 0.00 -0.01 -0.01
H 0.1121 6.2934 0.9401 0.01 -0.02 0.00
H 0.3071 4.4531 -0.6848 -0.01 0.02 0.05
H -1.0651 1.5344 -2.7403 0.03 -0.03 -0.04
H -0.7556 2.3583 -5.0418 0.02 0.00 0.02
H 1.2731 3.6447 -5.6316 0.00 -0.01 0.01
H 2.9928 4.0950 -3.9142 -0.02 -0.01 0.02
H 2.7169 3.2281 -1.6307 0.01 -0.01 0.00
O -1.3395 -5.0600 4.5657 0.01 0.00 0.03
C -1.2127 -4.3025 3.6623 0.00 -0.08 -0.02
S -1.8457 -4.6093 2.0147 0.01 0.06 0.04
C -1.1751 -3.1568 1.3327 -0.13 0.05 -0.12
C -0.5120 -2.3011 2.1259 0.11 0.05 0.05
S 0.2485 -0.7930 1.6043 -0.06 0.05 -0.08
S -0.3630 -2.7264 3.7970 0.03 0.00 0.09
S -1.4380 -2.7274 -0.3247 -0.17 0.12 -0.10
C 0.7000 -8.5797 0.8456 0.02 -0.01 0.04
S 0.0782 -7.1514 -0.0553 -0.09 -0.17 -0.16
C 1.1677 -5.9373 0.3796 -0.08 0.27 -0.02
C 1.0303 -4.6241 -0.1336 -0.12 -0.35 -0.05
S -0.2128 -4.2248 -1.2758 0.18 -0.07 -0.02
S 2.1611 -3.4993 0.4147 0.09 0.29 0.07
C 3.0165 -4.5308 1.5210 0.02 0.02 -0.05
S 4.2290 -4.0239 2.4498 0.14 0.07 0.11
S 2.4391 -6.1791 1.4978 0.01 -0.06 0.02
H 0.0460 -9.4004 0.5598 -0.01 -0.01 0.02
H 0.6256 -8.4141 1.9205 0.00 -0.02 -0.02
H 1.7205 -8.8175 0.5465 -0.02 0.02 0.00
O -3.3716 -1.4864 0.5470 0.08 -0.11 0.04
C -3.3654 -0.3083 0.2524 0.03 0.22 -0.09
N -2.2351 0.3861 -0.2239 0.03 0.09 -0.08
C -2.6069 1.7496 -0.3894 -0.17 -0.07 -0.04
O -1.8758 2.6164 -0.7950 0.15 -0.08 0.14
C -4.0408 1.8833 -0.0334 0.17 0.03 0.00
C -4.8623 2.9902 -0.0456 -0.04 0.10 0.00
C -6.1781 2.8016 0.3660 -0.01 -0.03 0.00
C -6.6382 1.5482 0.7709 0.02 -0.01 -0.01
C -5.7971 0.4390 0.7769 -0.10 -0.02 0.02
C -4.4969 0.6425 0.3635 0.10 -0.21 0.00
H -4.5002 3.9613 -0.3573 0.01 -0.03 0.01
H -6.8581 3.6431 0.3735 -0.01 -0.02 0.01
H -7.6680 1.4375 1.0843 0.02 0.01 -0.01
H -6.1448 -0.5374 1.0883 0.00 0.03 -0.01
```
Forces are in eV/Å.

Calculated values
- Lowest unoccupied orbital energy (alpha / beta): -0.2462 / -0.3188 Ha
- E_HOMO (alpha / beta): -13.5734 / -13.5882 eV
- Kohn-Sham gap (alpha / beta): 6.873 / 4.913 eV
- Maximum force: 1.14 eV/A
- 2S+1: 2
- Net charge: +2